(1)
64
Properties=species:S:1:pos:R:3:nbo_charge:R:1 method="wB97M-V/def2-TZVPD" energy_ev=-48231.2356 homo_lumo_gap_ev=8.39 homo_ev=-8.53 smiles="CCCNc1c(N)c(COC(C)=O)cc2c1C(=O)NC2=O.C[C@@H]1COC(=O)O1.C[C@@H]1COC(=O)O1"
C -0.2507 3.3472 3.3764 -0.60
C 0.1136 2.3556 2.2844 -0.42
C 0.1076 2.9827 0.8955 -0.21
N 0.6484 2.1448 -0.1890 -0.60
C -0.1347 1.0013 -0.4856 0.14
C 0.1431 -0.3043 0.0078 0.23
N 1.2232 -0.5749 0.8560 -0.82
C -0.7224 -1.3572 -0.3172 -0.12
C -0.4777 -2.7377 0.2663 -0.09
O -1.6936 -3.3716 0.6954 -0.54
C -2.0894 -3.0056 1.9507 0.81
C -2.8799 -1.7499 2.1338 -0.74
O -1.8526 -3.7158 2.8753 -0.54
C -1.8203 -1.1825 -1.1614 -0.11
C -2.0760 0.0866 -1.6522 -0.18
C -1.2567 1.1419 -1.2968 -0.16
C -1.8257 2.3564 -1.9295 0.67
O -1.5503 3.5167 -1.8454 -0.53
N -2.9081 1.9249 -2.7395 -0.68
C -3.1723 0.5534 -2.5474 0.68
O -4.0551 -0.0820 -3.0342 -0.54
H -0.4752 2.7984 4.2884 0.21
H 0.5594 4.0259 3.6211 0.21
H -1.1507 3.8940 3.1085 0.21
H 1.0858 1.8982 2.4601 0.19
H -0.6123 1.5439 2.3067 0.20
H 0.6317 3.9341 0.8965 0.20
H -0.9207 3.1992 0.6156 0.20
H 1.6050 1.8808 0.0086 0.35
H 1.7513 -1.3835 0.5372 0.41
H 1.8768 0.1945 0.8831 0.37
H 0.1646 -2.6489 1.1399 0.20
H 0.0217 -3.3836 -0.4469 0.21
H -3.9185 -2.0134 2.3107 0.25
H -2.8583 -1.0936 1.2721 0.23
H -2.5019 -1.1902 2.9794 0.24
H -2.4720 -2.0000 -1.4314 0.23
H -3.7322 2.4881 -2.5521 0.41
C -1.3466 2.6210 -6.7671 -0.63
C -0.1741 1.7033 -6.5299 0.06
C -0.3321 0.7434 -5.3761 -0.09
O 1.0299 0.5212 -4.9829 -0.50
C 1.7381 1.6282 -5.3231 0.97
O 2.8517 1.8494 -4.9791 -0.57
O 0.9917 2.4404 -6.1131 -0.50
H -1.0763 3.4100 -7.4681 0.23
H -2.1896 2.0636 -7.1748 0.22
H -1.6587 3.1000 -5.8380 0.22
H 0.0820 1.1689 -7.4493 0.18
H -0.8056 -0.1928 -5.6630 0.20
H -0.8664 1.1760 -4.5274 0.18
C 2.0074 -2.6601 5.8032 -0.63
C 2.6799 -3.2659 4.5989 0.06
C 4.1811 -3.0979 4.5319 -0.09
O 4.4220 -3.1228 3.1144 -0.48
C 3.3002 -2.6871 2.5085 0.99
O 3.2150 -2.4205 1.3490 -0.61
O 2.2816 -2.5949 3.3854 -0.49
H 0.9270 -2.6436 5.6652 0.24
H 2.2370 -3.2382 6.6976 0.22
H 2.3345 -1.6305 5.9558 0.22
H 2.4011 -4.3181 4.4980 0.19
H 4.7325 -3.8947 5.0236 0.21
H 4.5120 -2.1321 4.9196 0.19

(2)
58
Properties=species:S:1:pos:R:3:nbo_charge:R:1 method="wB97M-V/def2-TZVPD" energy_ev=-44731.8580 homo_lumo_gap_ev=8.22 homo_ev=-7.59 smiles="COc1ccc(S(=O)(=O)N2CCC(N3CCN(c4ccccc4)CC3)CC2)cc1"
C 0.8164 7.9921 0.2863 -0.25
O 1.9801 7.2546 -0.0120 -0.48
C 2.0381 5.9496 0.3429 0.32
C 1.0132 5.2510 0.9784 -0.28
C 1.1875 3.9131 1.2923 -0.17
C 2.3691 3.2762 0.9763 -0.38
S 2.6047 1.5521 1.3726 2.32
O 1.4182 1.0668 2.0298 -0.96
O 3.8552 1.3825 2.0511 -0.94
N 2.7970 0.9229 -0.1763 -0.67
C 1.5717 0.8799 -0.9422 -0.23
C 0.6734 -0.2987 -0.5612 -0.45
C 1.4572 -1.6184 -0.6765 -0.03
N 0.7462 -2.8364 -0.3456 -0.46
C 0.0106 -2.9035 0.8972 -0.22
C -1.4736 -2.5057 0.7933 -0.24
N -2.1074 -3.2707 -0.2590 -0.47
C -3.4812 -3.4754 -0.2377 0.27
C -4.3271 -2.8093 0.6538 -0.31
C -5.6805 -3.0885 0.6909 -0.18
C -6.2334 -4.0288 -0.1591 -0.26
C -5.4068 -4.6968 -1.0479 -0.19
C -4.0541 -4.4308 -1.0857 -0.28
C -1.4343 -3.0814 -1.5270 -0.23
C 0.0287 -3.5225 -1.3940 -0.21
C 2.7191 -1.5091 0.1941 -0.42
C 3.5574 -0.3087 -0.2391 -0.23
C 3.3965 3.9587 0.3469 -0.14
C 3.2332 5.2889 0.0301 -0.26
H 1.0071 8.9998 -0.0788 0.20
H -0.0602 7.5823 -0.2246 0.18
H 0.6292 8.0270 1.3637 0.18
H 0.0843 5.7347 1.2342 0.22
H 0.4120 3.3513 1.7892 0.24
H 1.0526 1.8263 -0.7704 0.22
H 1.8469 0.8220 -2.0017 0.20
H 0.3491 -0.1553 0.4690 0.23
H -0.1987 -0.3056 -1.2176 0.21
H 1.7842 -1.7304 -1.7194 0.19
H 0.4958 -2.2782 1.6454 0.21
H 0.0531 -3.9455 1.2370 0.20
H -1.9491 -2.7490 1.7447 0.21
H -1.5680 -1.4230 0.6177 0.17
H -3.9353 -2.0537 1.3167 0.21
H -6.3104 -2.5538 1.3879 0.21
H -7.2916 -4.2403 -0.1299 0.21
H -5.8196 -5.4419 -1.7132 0.21
H -3.4283 -4.9874 -1.7672 0.21
H -1.9238 -3.6669 -2.3036 0.21
H -1.4766 -2.0199 -1.8264 0.17
H 0.5477 -3.3834 -2.3441 0.20
H 0.0376 -4.5912 -1.1472 0.19
H 2.4402 -1.3685 1.2389 0.21
H 3.2993 -2.4280 0.1098 0.22
H 4.4154 -0.1771 0.4208 0.24
H 3.9095 -0.4320 -1.2689 0.20
H 4.3099 3.4325 0.1229 0.24
H 4.0128 5.8515 -0.4580 0.23

(3)
60
Properties=species:S:1:pos:R:3:nbo_charge:R:1 method="wB97M-V/def2-TZVPD" energy_ev=-57615.0285 homo_lumo_gap_ev=9.33 homo_ev=-9.24 smiles="O=S(=O)(NC1CCCC1)c1ccc(S(=O)(=O)N2CCCN(Cc3ccccc3)C2)cc1"
O -3.5007 -0.2090 -2.6945 -0.94
S -3.1494 0.3483 -1.4223 2.31
O -3.8472 1.5204 -0.9748 -0.94
N -3.2504 -0.9378 -0.3565 -0.88
C -3.4836 -0.7770 1.0690 -0.04
C -2.4194 0.1290 1.7186 -0.44
C -3.1656 1.3977 2.1289 -0.41
C -4.5396 0.8685 2.5285 -0.40
C -4.8453 -0.1384 1.4210 -0.43
C -1.3918 0.6920 -1.4041 -0.32
C -0.9388 1.9704 -1.1366 -0.19
C 0.4272 2.1962 -1.0669 -0.20
C 1.2934 1.1331 -1.2449 -0.32
S 3.0553 1.3902 -1.0056 2.33
O 3.7517 0.3252 -1.6608 -0.93
O 3.3752 2.7462 -1.3375 -0.94
N 3.3344 1.2137 0.6234 -0.68
C 3.0436 2.3192 1.5058 -0.23
C 1.6615 2.1745 2.1426 -0.43
C 1.5202 0.7754 2.7347 -0.22
N 1.7384 -0.2165 1.6933 -0.45
C 1.4857 -1.5715 2.1742 -0.26
C 1.3436 -2.5457 1.0371 0.05
C 0.1114 -2.7142 0.4185 -0.23
C -0.0338 -3.6102 -0.6262 -0.21
C 1.0542 -4.3401 -1.0734 -0.21
C 2.2858 -4.1788 -0.4623 -0.21
C 2.4271 -3.2922 0.5910 -0.23
C 3.0910 -0.0837 1.1767 -0.08
C 0.8402 -0.1340 -1.5564 -0.12
C -0.5238 -0.3534 -1.6525 -0.19
H -3.8321 -1.6449 -0.7786 0.41
H -3.4175 -1.7884 1.4871 0.21
H -1.5926 0.3215 1.0379 0.23
H -2.0221 -0.3656 2.6073 0.21
H -2.6639 1.9344 2.9331 0.21
H -3.2742 2.0569 1.2687 0.22
H -5.2908 1.6532 2.5883 0.22
H -4.4830 0.3647 3.4959 0.19
H -5.5824 -0.8825 1.7207 0.21
H -5.2160 0.3912 0.5444 0.23
H -1.6593 2.7578 -0.9800 0.25
H 0.8333 3.1799 -0.8890 0.24
H 3.1291 3.2275 0.9102 0.24
H 3.8133 2.3360 2.2868 0.20
H 0.8863 2.3130 1.3893 0.21
H 1.5318 2.9245 2.9236 0.22
H 0.5113 0.6424 3.1326 0.21
H 2.2408 0.6484 3.5642 0.16
H 2.2880 -1.9029 2.8574 0.17
H 0.5495 -1.5443 2.7375 0.21
H -0.7391 -2.1424 0.7583 0.22
H -1.0013 -3.7434 -1.0885 0.21
H 0.9420 -5.0373 -1.8902 0.22
H 3.1375 -4.7489 -0.8019 0.22
H 3.3869 -3.1878 1.0767 0.21
H 3.2526 -0.8049 0.3750 0.24
H 3.8384 -0.2597 1.9792 0.17
H 1.5563 -0.9214 -1.7257 0.24
H -0.9261 -1.3196 -1.9051 0.24

(4)
60
Properties=species:S:1:pos:R:3:nbo_charge:R:1 method="wB97M-V/def2-TZVPD" energy_ev=-48827.1740 homo_lumo_gap_ev=8.00 homo_ev=-7.36 smiles="CCOc1ccc(S(=O)(=O)NCCC(=O)N2CCN(c3ccc(OC)cc3)CC2)cc1"
C 4.5543 -3.0756 -4.8314 -0.64
C 3.6893 -2.2423 -5.7717 -0.06
O 3.4663 -0.9299 -5.2865 -0.49
C 2.5665 -0.7072 -4.3028 0.32
C 1.7323 -1.6699 -3.7317 -0.27
C 0.8387 -1.3049 -2.7406 -0.15
C 0.7746 0.0061 -2.3162 -0.39
S -0.3821 0.4063 -1.0269 2.32
O -1.6482 -0.2008 -1.3146 -0.95
O -0.3792 1.8334 -0.8064 -0.97
N 0.2723 -0.4289 0.2515 -0.89
C 1.5856 -0.0343 0.7037 -0.22
C 1.6637 1.3464 1.3719 -0.53
C 1.0950 1.2964 2.7812 0.70
O 1.5615 0.5136 3.5937 -0.66
N 0.1202 2.1679 3.1229 -0.44
C -0.6409 3.0211 2.2320 -0.25
C -2.1134 3.0742 2.7108 -0.22
N -2.4561 1.8739 3.4429 -0.46
C -2.5248 0.6858 2.6929 0.21
C -3.4204 0.6236 1.6256 -0.24
C -3.5658 -0.5167 0.8622 -0.28
C -2.8154 -1.6513 1.1502 0.36
O -2.8617 -2.8212 0.4525 -0.52
C -3.5273 -2.8115 -0.7900 -0.26
C -1.9369 -1.6100 2.2312 -0.29
C -1.7886 -0.4618 2.9880 -0.30
C -1.7465 1.8659 4.7036 -0.22
C -0.2659 2.2713 4.5181 -0.26
C 1.5911 0.9740 -2.8730 -0.16
C 2.4835 0.6198 -3.8617 -0.26
H 5.5051 -2.5755 -4.6663 0.22
H 4.0674 -3.2127 -3.8691 0.21
H 4.7409 -4.0497 -5.2747 0.22
H 4.2127 -2.0908 -6.7196 0.20
H 2.7371 -2.7440 -5.9802 0.17
H 1.7648 -2.6987 -4.0519 0.22
H 0.1809 -2.0284 -2.2868 0.24
H -0.4024 -0.6063 0.9869 0.43
H 1.9394 -0.7890 1.4115 0.23
H 2.2312 -0.0465 -0.1794 0.21
H 1.1982 2.0908 0.7350 0.24
H 2.7212 1.5970 1.4898 0.24
H -0.6256 2.6185 1.2199 0.25
H -0.2124 4.0324 2.2178 0.19
H -2.2747 3.9227 3.3822 0.19
H -2.7648 3.1937 1.8468 0.22
H -4.0247 1.4856 1.3893 0.21
H -4.2609 -0.5066 0.0397 0.22
H -4.6115 -2.7201 -0.6629 0.17
H -3.1561 -1.9973 -1.4185 0.20
H -3.3032 -3.7722 -1.2523 0.19
H -1.3613 -2.4932 2.4634 0.23
H -1.0659 -0.4737 3.7888 0.23
H -2.2412 2.5914 5.3608 0.20
H -1.8427 0.8851 5.1654 0.21
H 0.3994 1.6247 5.0910 0.25
H -0.1130 3.3093 4.8351 0.19
H 1.5081 1.9909 -2.5238 0.24
H 3.1324 1.3491 -4.3195 0.23

(5)
65
Properties=species:S:1:pos:R:3:nbo_charge:R:1 method="wB97M-V/def2-TZVPD" energy_ev=-125881.8426 homo_lumo_gap_ev="3.67 / 3.67" homo_ev="-6.24 / -6.24"
Pd 0.8474 0.1555 0.2763 0.37
N -1.9335 -2.4062 0.5020 -0.62
C -1.3101 -1.7785 1.5904 0.44
N -0.2437 -2.2196 2.2487 -0.41
N 0.1759 -1.1679 2.9548 -0.09
N -0.5730 -0.1517 2.7393 -0.11
N -1.5607 -0.5013 1.9020 -0.44
C -1.2781 -1.8979 -0.6179 0.43
N -0.6255 -2.5799 -1.5450 -0.37
N -0.0232 -1.6528 -2.2905 -0.11
N -0.2875 -0.4771 -1.8563 -0.16
N -1.1094 -0.5776 -0.7948 -0.45
H -1.8654 -3.4194 0.5324 0.41
C 1.8107 4.3397 1.0675 -0.99
Sb 0.3932 2.6910 1.3026 0.86
C 0.0795 2.7651 -0.8967 -1.01
C 2.6591 0.6567 -1.4433 -0.20
C 3.8622 0.3224 -0.7963 -0.07
C 4.6415 1.3410 -0.1774 -0.12
C 5.8236 1.0590 0.4616 -0.24
C 6.2924 -0.2487 0.5203 -0.13
C 5.5281 -1.2710 -0.0176 -0.25
C 4.3329 -1.0225 -0.6737 0.03
C 3.5002 -2.1460 -1.1284 -0.78
Sb 1.8269 -2.3001 0.3144 1.39
C 3.0106 -2.5400 2.0902 -1.02
C 1.3143 -4.3790 0.0521 -0.98
H 2.3665 4.4856 1.9862 0.22
H 1.2581 5.2445 0.8398 0.22
H 2.5116 4.1321 0.2603 0.21
H 0.8475 3.3816 -1.3644 0.22
H -0.9009 3.2175 -1.0570 0.23
H 0.0841 1.7657 -1.3502 0.23
H 2.4795 1.7177 -1.6139 0.22
H 2.2017 -0.0277 -2.1570 0.23
H 4.3004 2.3660 -0.2330 0.22
H 6.3980 1.8558 0.9093 0.22
H 7.2309 -0.4738 1.0037 0.22
H 5.8612 -2.2974 0.0591 0.22
H 4.0225 -3.0977 -1.0795 0.24
H 3.0670 -2.0074 -2.1171 0.25
H 3.7125 -3.3506 1.9290 0.22
H 2.3557 -2.7627 2.9277 0.26
H 3.5475 -1.6154 2.2915 0.24
H 2.2409 -4.9325 0.0798 0.22
H 0.8150 -4.5287 -0.8975 0.26
H 0.6788 -4.6924 0.8714 0.24
C -3.5663 1.9225 -1.2500 -0.74
Te -2.5158 1.1981 0.5294 1.03
C -4.1852 -0.1411 0.5730 -0.69
C -5.3101 0.6125 -0.0610 -0.05
C -6.6370 0.3298 0.2224 -0.19
C -7.6532 1.0291 -0.4058 -0.21
C -7.3433 2.0282 -1.3106 -0.21
C -6.0220 2.3346 -1.5817 -0.20
C -5.0015 1.6251 -0.9692 -0.03
H -3.2104 1.3700 -2.1270 0.23
H -3.4049 2.9856 -1.4249 0.23
H -4.3921 -0.4067 1.6119 0.24
H -3.9548 -1.0531 0.0142 0.24
H -6.8810 -0.4359 0.9429 0.21
H -8.6838 0.8002 -0.1795 0.21
H -8.1271 2.5732 -1.8103 0.21
H -5.7763 3.1310 -2.2700 0.21
Se 2.2986 1.1248 1.8943 -0.44

(6)
64
Properties=species:S:1:pos:R:3:nbo_charge:R:1 method="wB97M-V/def2-TZVPD" energy_ev=-92318.2480 homo_lumo_gap_ev=6.66 homo_ev=-7.65
Ti 0.2232 0.3774 0.2007 1.04
C -0.5636 5.1122 3.9967 -0.62
C -0.1188 5.2310 2.5291 -0.22
N 0.8641 4.1659 2.2700 -0.59
C 0.4319 2.9211 1.9707 0.33
S 1.5483 1.5537 1.9079 -0.10
N -0.8337 2.6911 2.0021 -0.45
N -1.1049 1.3865 1.6692 -0.23
C -2.1097 0.7732 2.1602 0.26
C -3.0246 1.4088 3.1001 -0.67
C -2.2158 -0.6590 1.9547 0.17
C -3.1855 -1.4035 2.5660 -0.22
C -3.1225 -2.7862 2.4079 -0.14
C -2.0676 -3.3632 1.7538 -0.24
C -1.1125 -2.5160 1.2113 0.09
N -1.2519 -1.2336 1.2115 -0.45
H -1.3331 5.8773 4.2925 0.21
H 0.2585 5.3599 4.6171 0.21
H -0.9617 4.1306 4.2067 0.22
H 0.3163 6.1859 2.2601 0.20
H -0.8915 5.0212 1.7973 0.22
H 1.8795 4.3382 2.3285 0.42
H -3.0925 2.4610 2.8856 0.26
H -2.6863 1.1829 4.1033 0.24
H -4.0096 1.0569 3.0155 0.22
H -4.0282 -0.9756 3.0820 0.23
H -4.0043 -3.3436 2.6626 0.22
H -1.9856 -4.4667 1.6336 0.24
H -0.2741 -2.8154 0.5631 0.22
N 0.6844 -1.0305 -1.5206 -0.87
C -0.1596 -2.1502 -1.9288 -0.21
C 0.6258 -3.4596 -1.9069 -0.42
C 1.8844 -3.5550 -2.8328 -0.42
C 3.2861 -3.6926 -2.1665 -0.21
N 3.7719 -2.4543 -1.4633 -0.88
H 0.8148 -0.3230 -2.2357 0.42
H 1.5983 -1.4467 -1.2736 0.44
H -0.5882 -2.0182 -2.9621 0.21
H -1.0141 -2.2118 -1.2191 0.21
H -0.1161 -4.2389 -2.2212 0.22
H 0.8088 -3.6470 -0.8586 0.20
H 1.9089 -2.6959 -3.4922 0.20
H 1.7836 -4.4674 -3.5006 0.21
H 4.0512 -4.0227 -2.8490 0.19
H 3.1459 -4.3640 -1.3475 0.19
H 4.3580 -1.8265 -2.0057 0.37
H 4.1370 -2.7300 -0.5784 0.39
S -1.9134 0.7359 -1.0396 -0.17
C -1.1824 1.3600 -2.5010 -0.08
C -1.9303 1.3395 -3.6803 -0.26
C -1.4787 2.0807 -4.7663 -0.20
C -0.2772 2.8060 -4.7337 -0.23
C 0.5393 2.6944 -3.6524 -0.20
C 0.0834 1.9368 -2.5497 -0.28
S 1.0300 2.1300 -1.0422 -0.02
H -2.8009 0.7346 -3.7433 0.22
H -2.0290 2.0741 -5.6569 0.21
H 0.0258 3.4129 -5.5959 0.22
H 1.5592 3.1012 -3.6210 0.22
N 5.1476 -3.3998 1.7375 -0.46
C 4.0972 -2.9603 1.9942 0.44
N 2.8983 -2.5479 2.2485 -0.65
C 2.2123 -1.7605 1.6052 0.68
N 1.4937 -1.0751 0.9998 -0.70

(7)
58
Properties=species:S:1:pos:R:3:nbo_charge:R:1 method="wB97M-V/def2-TZVPD" energy_ev=-37040.5018 homo_lumo_gap_ev=7.35 homo_ev=-8.12
C 4.0494 0.6255 -5.2337 -0.63
C 3.7249 0.1066 -3.8472 -0.07
O 2.4763 0.5798 -3.3635 -0.51
C 2.4252 0.7831 -2.0504 0.30
C 1.5364 1.9453 -1.7300 -0.26
C 1.3847 1.9852 -0.3057 -0.19
C 2.1127 1.2194 0.7564 -0.05
C 1.4357 1.3390 2.0937 -0.60
C 0.1711 1.4367 2.3470 0.61
O -0.3013 2.8454 2.8639 -0.68
C -0.8103 0.5765 1.8255 -0.42
C -0.2986 -0.6865 1.6073 0.59
O 0.8544 -1.1271 1.7357 -0.60
C -1.4347 -1.8313 1.1880 -0.48
C -2.5191 -1.0673 0.2045 -0.08
C -1.7454 -0.5979 -0.7192 -0.58
C -3.3142 -2.3549 -0.0326 -0.50
C -3.2424 -0.1706 1.1433 -0.44
C -2.0874 0.6925 1.9173 0.40
N -2.6219 1.8382 2.4259 -0.55
C -3.8566 2.2806 2.5401 -0.31
C -4.9965 1.5705 3.2257 0.73
O -4.6472 0.5515 3.9470 -0.59
O -5.8683 2.4938 3.8205 -0.66
C 2.7621 0.2262 0.1449 -0.15
C 3.0670 -0.0479 -1.1925 0.14
O 3.9245 -1.0373 -1.3790 -0.56
C 3.2929 -2.5464 -1.6256 -0.02
C 2.8975 -3.0699 -0.4095 -0.64
H 3.2290 0.2536 -5.7883 0.21
H 4.1550 1.8085 -5.3300 0.21
H 5.0332 0.1895 -5.7816 0.22
H 3.7885 -0.9701 -3.8578 0.17
H 4.6798 0.3617 -3.1148 0.18
H 0.8798 2.3225 -2.4171 0.22
H 0.5189 2.6856 -0.0918 0.20
H 2.1510 2.2217 2.4174 0.28
H 1.8986 0.5301 2.6536 0.32
H -1.3880 2.6637 2.6748 0.49
H -1.9379 -2.4181 2.0708 0.23
H -1.0176 -2.5353 0.5003 0.21
H -2.6355 -0.0629 -1.5403 0.15
H -1.0458 0.1083 -0.6699 0.24
H -1.3236 -1.2048 -1.3386 0.22
H -4.2107 -1.6971 -0.7185 0.14
H -2.9488 -2.8209 -0.7253 0.18
H -3.9317 -2.7186 0.6085 0.21
H -3.8588 -0.5070 2.0754 0.28
H -3.8871 0.5913 0.7100 0.21
H -4.3602 2.2978 1.5318 0.20
H -3.9603 3.4692 2.8302 0.25
H -6.5589 1.6972 4.3750 0.50
H 3.3969 -0.3921 1.0513 0.21
H 2.5528 -2.2682 -2.1465 0.18
H 4.0990 -2.8329 -1.9782 0.18
H 2.1440 -2.1939 0.2419 0.26
H 3.7390 -3.2129 0.4155 0.22
H 2.4282 -3.9246 -0.5558 0.21